(1)
Computed, not measured: C10H14SSi in the gas phase, with ωB97M-V/def2-TZVPD.

Properties
HOMO (spin up / spin down)   -6.986 / -6.985 eV
ΔE to the lowest compared entry with this formula, charge and spin   283.9 kJ/mol
E_tot   -29305.38447 eV
Kohn-Sham gap (spin up / spin down)   6.78 / 6.78 eV

Geometry as XYZ:
```
26
C10H14SSi | the Open Molecules 2025 dataset | ωB97M-V/def2-TZVPD
C 2.96 1.33 0.01
C 1.64 1.71 0.04
C 0.58 0.86 -0.07
C 1.76 -0.88 0.13
C -0.23 -1.82 -0.07
C 1.08 -2.06 0.02
C 1.42 3.15 -0.13
C 1.77 -3.36 0.15
C -2.02 0.04 -1.61
C -1.69 0.29 1.72
Si -0.97 -0.13 -0.01
S 3.26 -0.31 -0.12
H 3.79 1.98 -0.25
H -0.84 -2.71 -0.01
H 1.06 3.27 -1.08
H 0.72 3.40 0.66
H 2.28 3.85 0.09
H 0.98 -4.14 -0.16
H 1.92 -3.45 1.30
H 2.78 -3.44 -0.32
H -1.63 0.87 -2.20
H -1.97 -0.90 -2.14
H -3.03 0.13 -1.47
H -1.91 1.40 1.70
H -2.50 -0.41 1.94
H -0.83 0.14 2.37
```

***

(2)
Computed, not measured: 2 unconnected molecules or ions with the total composition C10H15BrSi, with ωB97M-V/def2-TZVPD.

Properties
HOMO   -8.479 eV
ΔE to the lowest compared entry with this formula, charge and spin   358.9 kJ/mol
E_tot   -88530.02305 eV
Kohn-Sham gap   9.36 eV
SMILES   C#C[Si](C)(C)C.BrC1=CCC=C1

Geometry as XYZ:
```
27
C10H15BrSi | the Open Molecules 2025 dataset | ωB97M-V/def2-TZVPD
C -0.95 -1.17 -2.45
C -1.45 -0.35 -1.67
Si -1.98 0.72 -0.27
C -0.58 1.94 0.29
C -2.70 -0.54 1.14
C -3.35 1.89 -1.02
H -0.59 -1.75 -3.18
H -0.79 2.84 -0.43
H -0.48 2.20 1.34
H 0.50 1.74 0.05
H -1.90 -0.84 1.79
H -3.36 -0.08 1.83
H -3.40 -1.30 0.72
H -2.98 2.61 -1.77
H -3.94 1.11 -1.65
H -3.97 2.46 -0.37
Br 3.53 1.75 0.90
C 3.42 0.05 0.15
C 4.39 -0.91 0.37
C 3.97 -2.09 -0.48
C 2.76 -1.60 -1.16
C 2.36 -0.41 -0.72
H 5.34 -0.90 0.84
H 3.92 -3.04 0.01
H 4.78 -2.37 -1.15
H 2.08 -2.04 -1.84
H 1.65 0.29 -1.19
```

***

(3)
Computed, not measured: a molecular structure, C10H15Cl5GeN2Pt, with ωB97M-V/def2-TZVPD.

Properties
HOMO   -7.932 eV
ΔE to the lowest compared entry with this formula, charge and spin   123.1 kJ/mol
E_tot   -135966.01429 eV
Kohn-Sham gap   7.38 eV

Geometry as XYZ:
```
34
C10H15Cl5GeN2Pt | the Open Molecules 2025 dataset | ωB97M-V/def2-TZVPD
Pt -0.95 -0.72 0.06
Cl -1.34 -0.30 3.28
C -1.28 1.12 2.28
C -1.26 0.98 0.90
C -1.27 2.15 0.13
Cl -1.34 2.00 -1.59
C -1.25 3.41 0.72
Cl -1.25 4.82 -0.26
C -1.23 3.52 2.11
Cl -1.18 5.07 2.85
C -1.26 2.37 2.89
Cl -1.28 2.51 4.61
C 1.34 -1.34 -2.95
Ge 2.09 -1.13 -1.15
C 3.87 -1.92 -1.03
C 2.30 0.77 -0.75
C 0.81 -1.86 0.08
H 1.97 -0.86 -3.71
H 0.35 -0.88 -2.97
H 1.24 -2.40 -3.20
H 4.55 -1.45 -1.75
H 3.86 -2.99 -1.21
H 4.28 -1.74 -0.03
H 3.05 1.22 -1.40
H 2.62 0.90 0.29
H 1.36 1.29 -0.89
H 1.22 -1.91 1.09
H 0.42 -2.85 -0.22
N -3.42 -2.39 0.20
N -3.09 -1.01 0.09
H -4.32 -2.49 0.65
H -2.71 -2.83 0.77
H -3.40 -0.45 0.89
H -3.50 -0.62 -0.74
```

***

(4)
Computed, not measured: a molecular structure, C10H15DyN3OP, with ωB97M-V/def2-TZVPD.

Properties
Spin multiplicity   6
HOMO (spin up / spin down)   -6.255 / -5.054 eV
ΔE to the lowest compared entry with this formula, charge and spin   21.1 kJ/mol
E_tot   -50499.78862 eV
⟨S²⟩   9.800
Kohn-Sham gap (spin up / spin down)   6.19 / 4.28 eV

Geometry as XYZ:
```
31
C10H15DyN3OP | the Open Molecules 2025 dataset | ωB97M-V/def2-TZVPD
C -0.20 0.26 -1.49
C -1.10 1.30 -1.05
C -0.33 2.49 -0.96
C 0.98 2.25 -1.50
C 1.11 0.88 -1.83
Dy 1.69 -1.03 0.63
P -0.01 -3.04 0.35
H -0.53 -0.70 -1.91
H -2.15 1.14 -0.74
H -0.71 3.45 -0.61
H 1.87 0.39 -2.50
H 1.71 3.01 -1.64
H 0.80 -3.93 -0.43
H -1.23 -3.23 -0.36
H -0.25 -3.92 1.46
C 2.51 0.97 4.80
N 1.34 0.34 4.18
C 0.39 -0.13 5.06
C -0.75 -0.70 4.57
C -0.88 -0.81 3.18
N 0.17 -0.52 2.32
C 1.22 0.15 2.86
O 2.15 0.50 2.02
N -2.00 -1.24 2.55
H 3.10 1.51 4.08
H 3.15 0.24 5.31
H 2.20 1.66 5.59
H 0.61 -0.04 6.12
H -1.52 -1.09 5.23
H -2.80 -1.52 3.06
H -2.09 -1.09 1.55
```

***

(5)
Computed, not measured: 2 unconnected molecules or ions with the total composition C10H15N2, with ωB97M-V/def2-TZVPD.

Properties
HOMO   -10.993 eV
ΔE to the lowest compared entry with this formula, charge and spin   511.2 kJ/mol
E_tot   -13582.77311 eV
Total charge   +1
Kohn-Sham gap   6.83 eV

Geometry as XYZ:
```
27
C10H15N2 | the Open Molecules 2025 dataset | ωB97M-V/def2-TZVPD
C -1.17 2.49 2.33
C -0.50 1.34 2.81
C -1.60 2.43 1.01
C -0.51 0.19 2.04
C -1.53 1.28 0.29
C -0.05 -2.24 -2.87
C 1.94 -1.53 -0.23
C 1.19 0.71 -1.16
C -0.97 -1.07 0.07
C 1.06 -0.72 -1.07
N 0.72 -1.48 -2.23
N -1.10 0.09 0.84
H -1.15 3.47 2.96
H 0.07 1.18 3.73
H -2.03 3.25 0.41
H 0.02 -0.61 2.57
H -1.77 1.45 -0.73
H -1.12 -2.49 -2.79
H 0.37 -2.53 -3.84
H 1.57 -2.61 -0.41
H 1.87 -1.26 0.81
H 2.97 -1.50 -0.63
H 1.68 1.07 -0.19
H 1.81 1.07 -1.94
H 0.26 1.16 -1.33
H -0.58 -2.00 0.47
H -1.43 -1.15 -0.90
```

***

(6)
Computed, not measured: 2 unconnected molecules or ions with the total composition C10H15N2O, with ωB97M-V/def2-TZVPD.

Properties
HOMO (spin up / spin down)   -11.577 / -11.575 eV
ΔE to the lowest compared entry with this formula, charge and spin   246.9 kJ/mol
E_tot   -15630.95512 eV
Total charge   +1
Kohn-Sham gap (spin up / spin down)   7.67 / 7.67 eV

Geometry as XYZ:
```
28
C10H15N2O | the Open Molecules 2025 dataset | ωB97M-V/def2-TZVPD
C -3.01 0.77 0.57
C -2.30 -0.14 1.36
C -2.88 0.88 -0.78
C -1.35 -0.96 0.79
C -1.88 0.05 -1.39
C -1.06 -0.89 -0.64
C 0.77 1.78 0.13
C 2.06 -0.06 1.39
C -0.02 -1.51 -1.32
C 1.92 0.86 0.26
N 0.90 -2.35 -0.81
N 2.80 0.77 -0.68
O 1.22 -2.51 0.41
H -3.78 1.32 1.12
H -2.41 -0.27 2.40
H -3.62 1.38 -1.30
H -1.00 -1.73 1.51
H -1.67 0.30 -2.41
H 0.54 2.24 1.10
H 0.77 2.31 -0.80
H -0.12 1.12 -0.08
H 1.17 0.27 2.00
H 1.64 -1.13 1.25
H 3.19 -0.12 1.71
H -0.08 -1.43 -2.37
H 2.93 1.59 -1.28
H 1.56 -2.79 -1.59
H 3.70 0.27 -0.54
```

***

(7)
Computed, not measured: a gas-phase ion, C10H15N2O (charge +1), with ωB97M-V/def2-TZVPD.

Properties
HOMO   -12.397 eV
ΔE to the lowest compared entry with this formula, charge and spin   623.4 kJ/mol
E_tot   -15627.05248 eV
Total charge   +1
Kohn-Sham gap   7.88 eV
SMILES   C#Cc1[nH]cc[n+]1CCCCOC

Geometry as XYZ:
```
28
C10H15N2O | the Open Molecules 2025 dataset | ωB97M-V/def2-TZVPD
C -3.71 0.57 0.18
C -2.86 -0.43 0.37
C -1.69 -1.46 0.60
N -1.72 -2.34 1.79
C -0.54 -3.21 1.70
C 0.20 -2.75 0.40
N -0.54 -1.66 -0.27
C -0.11 -1.04 -1.56
C -0.33 0.54 -1.70
C 0.77 1.46 -0.91
C 1.14 0.92 0.56
O 2.17 1.65 1.27
C 2.58 2.87 0.61
H -4.60 1.23 -0.12
H -2.45 -2.38 2.53
H -0.22 -4.05 2.41
H 1.18 -3.21 0.00
H 1.02 -1.25 -1.71
H -0.66 -1.59 -2.43
H -0.16 0.79 -2.83
H -1.40 0.92 -1.47
H 0.32 2.54 -0.93
H 1.71 1.46 -1.60
H 1.52 -0.18 0.47
H 0.14 0.84 1.17
H 1.72 3.65 0.49
H 3.34 3.39 1.34
H 3.18 2.71 -0.37
```

***

(8)
Computed, not measured: a molecular structure, C10H15N2O2, with ωB97M-V/def2-TZVPD.

Properties
HOMO   -13.842 eV
ΔE to the lowest compared entry with this formula, charge and spin   298.8 kJ/mol
E_tot   -17678.07369 eV
Total charge   +1
Kohn-Sham gap   9.80 eV

Geometry as XYZ:
```
29
C10H15N2O2 | the Open Molecules 2025 dataset | ωB97M-V/def2-TZVPD
C 5.99 0.31 0.37
C 4.91 0.98 0.96
C 5.70 -0.81 -0.44
C 3.64 0.54 0.77
C 4.39 -1.09 -0.76
C -0.37 0.71 -0.37
C -2.56 -0.56 -1.50
C -2.87 -1.05 1.14
C -3.53 1.18 -0.07
C -2.59 0.01 -0.06
N 0.62 1.01 -0.90
N 3.36 -0.49 -0.13
O -1.34 0.60 0.36
O 2.08 -0.75 -0.47
H 7.07 0.44 0.65
H 4.98 1.78 1.71
H 6.51 -1.47 -0.72
H 2.80 0.91 1.26
H 4.18 -1.89 -1.52
H -2.49 0.24 -2.12
H -1.66 -1.17 -1.89
H -3.52 -1.15 -1.64
H -1.85 -1.32 1.33
H -3.38 -1.93 0.63
H -3.60 -0.58 1.83
H -3.57 1.72 -1.05
H -4.58 0.75 0.16
H -3.20 1.84 0.77
H 1.55 0.02 -1.00
```

***

(9)
Computed, not measured: 2 unconnected molecules or ions with the total composition C10H15N2OS, with ωB97M-V/def2-TZVPD.

Properties
HOMO   -13.301 eV
ΔE to the lowest compared entry with this formula, charge and spin   217.4 kJ/mol
E_tot   -26467.07579 eV
Total charge   +1
Kohn-Sham gap   8.02 eV

Geometry as XYZ:
```
29
C10H15N2OS | the Open Molecules 2025 dataset | ωB97M-V/def2-TZVPD
C 3.75 0.78 -0.29
C 3.00 1.19 0.83
C 3.16 -0.17 -1.14
C 1.66 0.81 0.97
C 1.95 -0.64 -0.87
C -1.63 -0.10 -0.79
C -2.40 2.11 -1.46
C -2.16 1.42 0.98
C -0.51 -3.59 0.94
C -1.19 -1.05 0.21
N 1.18 -0.16 0.17
N -2.17 1.00 -0.41
O -1.39 -0.46 -1.95
S -0.98 -2.52 -0.46
H 4.75 1.02 -0.46
H 3.36 1.94 1.57
H 3.74 -0.56 -1.95
H 1.00 1.05 1.83
H 1.40 -1.58 -1.42
H -1.75 2.98 -1.39
H -2.27 1.74 -2.41
H -3.43 2.37 -1.38
H -2.67 2.32 1.29
H -2.61 0.63 1.65
H -1.23 1.66 1.37
H 0.54 -3.52 1.02
H -0.88 -4.50 0.56
H -1.05 -3.15 1.72
H -1.18 -1.02 1.26
```